# C8H10O3

The molecule C8H10O3 at a distorted geometry (ωB97M-V/def2-TZVPD, the Open Molecules 2025 dataset).

## Properties
M	154.165	Da
ΔE to the lowest compared entry with this formula, charge and spin	57.0	kcal per mole

```
! RIJCOSX wB97M-V def2-TZVPD def2/J DEFGRID3
* xyz 0 1
C 3.0937 -1.5404 0.1925
O 2.6910 -0.1546 -0.1688
C 1.3270 0.0663 -0.0297
C 0.9354 1.4202 0.0509
C -0.3900 1.7587 0.0002
O -0.5766 3.0712 0.0005
C -1.3703 0.6864 -0.0724
C -0.9216 -0.6150 -0.0181
O -1.7144 -1.5963 -0.1712
C -3.1713 -1.5691 0.1296
C 0.3831 -0.9382 -0.1148
H 2.8483 -1.6874 1.3266
H 2.6510 -2.4612 -0.4778
H 4.1961 -1.4978 0.0138
H 1.6917 2.1475 0.0236
H -1.5010 3.2243 0.5138
H -2.4747 0.8624 -0.0702
H -3.3803 -2.6708 0.4393
H -3.4347 -0.8699 1.0506
H -3.8043 -1.2285 -0.7623
H 0.6921 -1.9943 -0.1703
*
```


# C17H28ClFHfO12P2S

A structure of composition C17H28ClFHfO12P2S at a distorted geometry (ωB97M-V/def2-TZVPD, the Open Molecules 2025 dataset).

## Properties
M	751.355	Da
total energy	-3254.55889	Eh

```
! RIJCOSX wB97M-V def2-TZVPD def2/J DEFGRID3
* xyz 4 1
C 1.0917 -3.6243 2.0765
C -0.1498 -3.0699 1.2634
O 0.3888 -2.4399 0.0543
C -0.6307 -1.9862 -0.8767
C -0.3341 -2.8587 -2.1696
C -0.4108 -4.3833 -1.9161
O -1.1629 -5.0091 -2.5434
O 0.4193 -5.0510 -1.0142
C -2.1482 -2.2643 -0.5353
O -2.7143 -3.2539 -0.3253
O -2.9105 -1.0736 -0.5172
C -1.9996 0.0357 -0.3195
C -2.4860 1.4483 -0.7578
C -3.6988 1.9904 0.0957
C -3.3028 3.1156 1.1136
C -2.6616 4.3416 0.4206
O -2.4184 5.3821 1.3968
C -1.1077 5.8436 1.2106
O -0.1801 5.2804 1.6645
P -1.8740 0.1078 1.5629
P 0.1919 0.4939 2.1484
O 1.2224 -0.4345 1.4861
O 0.6437 2.0277 1.9219
O 0.2716 0.2256 3.7560
C -0.7700 -0.4328 -1.1315
F -1.2502 -0.3338 -2.4588
C 0.4871 0.5042 -1.2033
C 1.8126 -0.1756 -1.5997
C 2.8765 0.9987 -1.9034
C 3.9199 1.1850 -0.7244
S 5.1766 -0.1461 -0.6338
O 4.5860 -1.4929 -0.0662
O 6.1955 0.2615 0.2471
Cl 5.8960 -0.5557 -2.4687
H 0.8087 -3.8598 3.1211
H 1.9023 -2.8033 2.0670
H 1.4940 -4.5419 1.5608
H -0.6202 -2.3251 1.9241
H -0.7775 -3.9608 1.0648
H -1.0081 -2.6295 -3.0126
H 0.7366 -2.6420 -2.4317
H -0.1477 -5.7493 -0.6252
H -2.8183 1.4601 -1.8197
H -1.6018 2.1301 -0.7162
H -4.2780 1.1689 0.5755
H -4.4052 2.4705 -0.6186
H -4.2503 3.4617 1.5840
H -2.6702 2.7289 1.9552
H -1.6567 4.1003 -0.0096
H -3.2972 4.7057 -0.4252
H -0.9503 6.7463 0.5762
H -2.1545 -1.2177 2.0287
H 1.0688 2.3114 2.7652
H 0.4890 -0.7088 3.9245
H 0.6687 1.1114 -0.2943
H 0.2740 1.2439 -2.0106
H 2.2061 -0.7350 -0.6841
H 1.7734 -0.7746 -2.5324
H 2.3310 1.9641 -1.9935
H 3.3924 0.8335 -2.8687
H 4.3957 2.1948 -0.7440
H 3.3304 1.1595 0.2287
Hf 2.7962 -2.4996 0.1567
*
```


# C15H23MnN4P

A structure of composition C15H23MnN4P at a distorted geometry (ωB97M-V/def2-TZVPD, the Open Molecules 2025 dataset).

## Properties
M	345.289	Da
ΔE to the lowest compared entry with this formula, charge and spin	24.5	kcal per mole

```
! RIJCOSX wB97M-V def2-TZVPD def2/J DEFGRID3
* xyz 0 6
C 0.4429 3.5379 -1.5823
C -0.8424 3.0473 -1.4214
C -1.0368 1.7538 -0.9180
C 0.0176 0.9283 -0.4990
C 1.2928 1.4333 -0.7529
C 1.5244 2.7202 -1.2480
C -2.4760 1.3932 -0.7562
C -2.8093 -0.0478 -0.2888
N -1.7160 -1.0755 -0.5092
Mn -0.3171 -0.7952 0.7052
C 2.4673 0.5694 -0.4028
P 1.9172 -1.1782 0.0614
H -1.7132 3.6742 -1.6374
H 2.5722 3.0166 -1.3311
H 0.6376 4.5150 -1.9936
H 3.0158 0.9777 0.4759
H 3.1565 0.4534 -1.2554
H -2.9642 2.0317 0.0092
H -3.0797 1.5918 -1.6693
H -3.0603 -0.0737 0.7837
C 2.8826 -1.5803 1.5317
C 2.5190 -2.1245 -1.4047
H -3.6860 -0.4260 -0.8537
C -1.4573 -1.2325 -1.9508
C -2.1780 -2.4085 0.0103
H -0.6210 -1.3677 2.3506
H -2.3536 -1.6597 -2.4158
H -1.2475 -0.2798 -2.4056
H -0.6283 -1.9136 -2.0772
H -3.1703 -2.6134 -0.4710
H -1.4709 -3.1696 -0.3167
H -2.3022 -2.4137 1.1091
H 3.5969 -2.0409 -1.4292
H 2.1864 -3.1655 -1.2289
H 1.9854 -1.7832 -2.3005
H 3.9221 -1.7844 1.2522
H 2.7980 -0.7597 2.2636
H 2.4190 -2.4572 1.9772
H 0.9668 -2.5329 -0.2086
N -0.5416 0.5922 2.0809
C -0.4277 1.2282 3.0783
N -0.4242 2.0623 4.0252
C -0.0521 1.6961 5.2415
N 0.2547 1.6609 6.3719
*
```


# C3H9N3S2

A cluster of 2 separate species, C3H9N3S2 in total at a distorted geometry (ωB97M-V/def2-TZVPD, the Open Molecules 2025 dataset).

## Properties
M	151.260	Da
ΔE to the lowest compared entry with this formula, charge and spin	105.6	kcal per mole

```
! RIJCOSX wB97M-V def2-TZVPD def2/J DEFGRID3
* xyz 0 1
C -0.6058 -0.3991 0.0574
C 3.7879 0.2301 0.0911
C 2.4045 -0.4656 0.0535
N -3.2592 -0.4263 0.7433
N -3.0871 1.2004 -0.7840
N -2.7183 0.6855 0.3832
S -1.0584 -1.8180 -0.3935
S 0.7273 0.4989 0.4637
H 3.8975 0.8994 -0.7676
H 3.9941 0.8022 0.9310
H 4.6536 -0.5737 0.1986
H 2.2737 -1.2259 0.7800
H 2.1297 -0.7743 -0.9078
H -3.4737 -0.8944 -0.1524
H -2.8640 -0.8051 1.5512
H -2.8883 2.1782 -0.9544
H -3.9135 0.8876 -1.2934
*
```


# C3H16N2O3

A cluster of 4 separate species, C3H16N2O3 in total at a distorted geometry (ωB97M-V/def2-TZVPD, the Open Molecules 2025 dataset).

## Properties
M	128.172	Da
ΔE to the lowest compared entry with this formula, charge and spin	22.2	kcal per mole

```
! RIJCOSX wB97M-V def2-TZVPD def2/J DEFGRID3
* xyz 0 1
C 0.9583 -0.1569 -2.0233
N 0.2238 -0.4414 -0.7974
C 0.7542 0.2410 0.3836
C 0.2153 -0.4376 1.6283
N 0.6025 0.3994 2.7938
H 0.7253 0.8298 -2.4407
H 2.0237 -0.2765 -1.8326
H 0.7555 -0.8920 -2.8063
H -0.7573 -0.2322 -0.8915
H 0.4629 1.2986 0.3801
H 1.8437 0.2204 0.3891
H 0.5579 -1.4626 1.7467
H -0.8708 -0.4256 1.6281
H 1.5609 0.7254 2.7622
H 0.4627 -0.1113 3.6625
O -2.9413 -0.5565 -0.5128
H -3.3036 -0.5209 0.3750
H -3.2410 0.2319 -0.9808
O -1.1397 -3.1250 0.0022
H -1.9536 -2.6876 -0.2587
H -0.5040 -2.8043 -0.6581
O 1.1732 3.6584 -1.1321
H 0.9584 2.7184 -1.2037
H 1.4329 3.8070 -0.2135
*
```


# C5H9NO2

A structure of composition C5H9NO2 at a distorted geometry (ωB97M-V/def2-TZVPD, the Open Molecules 2025 dataset).

## Properties
M	115.132	Da
ΔE to the lowest compared entry with this formula, charge and spin	261.0	kcal per mole

```
! RIJCOSX wB97M-V def2-TZVPD def2/J DEFGRID3
* xyz 0 1
C -1.9078 -0.8656 -4.8149
C -1.1223 -0.5505 -3.5629
C -0.4696 -1.6134 -2.9887
C -1.2635 -2.5547 -2.1089
C -0.5514 -2.7469 -0.8627
O 0.3785 -3.4169 -0.5387
N -1.9513 0.1462 -2.6584
H -1.8579 -1.9231 -5.0934
H -1.6337 -0.1320 -5.5880
H -2.9975 -0.7418 -4.7207
H 0.5771 -1.3744 -2.7742
H -2.2630 -2.8626 -1.7577
H -2.4692 -1.4252 -2.3263
H -2.0710 1.1356 -2.8240
H -1.4185 -0.0837 -1.3885
O -0.7775 -1.0883 -0.0409
H -0.7799 -1.2567 0.9087
*
```


# C5H10O

A structure of composition C5H10O at a distorted geometry (ωB97M-V/def2-TZVPD, the Open Molecules 2025 dataset).

## Properties
M	86.134	Da
ΔE to the lowest compared entry with this formula, charge and spin	78.9	kcal per mole

```
! RIJCOSX wB97M-V def2-TZVPD def2/J DEFGRID3
* xyz 0 1
C -1.8508 -0.6202 -1.3814
O -1.1942 0.5766 -1.0098
C 0.1656 0.4030 -0.7203
C 0.5584 -0.6780 0.6469
C 1.2320 0.2899 1.5677
C 0.8525 1.2700 0.4443
H -2.0735 -1.2390 -0.5070
H -1.2360 -1.2090 -2.0726
H -2.7958 -0.3628 -1.8674
H 0.6661 -0.2087 -1.4735
H -0.3995 -0.9896 0.9852
H 1.2230 -1.4539 0.3212
H 2.2972 0.1095 1.7173
H 0.7726 0.4194 2.5498
H 0.0635 1.9202 0.7864
H 1.7042 1.7752 0.0361
*
```


Repeat the second record exactly.
# C17H28ClFHfO12P2S

A structure of composition C17H28ClFHfO12P2S at a distorted geometry (ωB97M-V/def2-TZVPD, the Open Molecules 2025 dataset).

## Properties
M	751.355	Da
total energy	-3254.55889	Eh

```
! RIJCOSX wB97M-V def2-TZVPD def2/J DEFGRID3
* xyz 4 1
C 1.0917 -3.6243 2.0765
C -0.1498 -3.0699 1.2634
O 0.3888 -2.4399 0.0543
C -0.6307 -1.9862 -0.8767
C -0.3341 -2.8587 -2.1696
C -0.4108 -4.3833 -1.9161
O -1.1629 -5.0091 -2.5434
O 0.4193 -5.0510 -1.0142
C -2.1482 -2.2643 -0.5353
O -2.7143 -3.2539 -0.3253
O -2.9105 -1.0736 -0.5172
C -1.9996 0.0357 -0.3195
C -2.4860 1.4483 -0.7578
C -3.6988 1.9904 0.0957
C -3.3028 3.1156 1.1136
C -2.6616 4.3416 0.4206
O -2.4184 5.3821 1.3968
C -1.1077 5.8436 1.2106
O -0.1801 5.2804 1.6645
P -1.8740 0.1078 1.5629
P 0.1919 0.4939 2.1484
O 1.2224 -0.4345 1.4861
O 0.6437 2.0277 1.9219
O 0.2716 0.2256 3.7560
C -0.7700 -0.4328 -1.1315
F -1.2502 -0.3338 -2.4588
C 0.4871 0.5042 -1.2033
C 1.8126 -0.1756 -1.5997
C 2.8765 0.9987 -1.9034
C 3.9199 1.1850 -0.7244
S 5.1766 -0.1461 -0.6338
O 4.5860 -1.4929 -0.0662
O 6.1955 0.2615 0.2471
Cl 5.8960 -0.5557 -2.4687
H 0.8087 -3.8598 3.1211
H 1.9023 -2.8033 2.0670
H 1.4940 -4.5419 1.5608
H -0.6202 -2.3251 1.9241
H -0.7775 -3.9608 1.0648
H -1.0081 -2.6295 -3.0126
H 0.7366 -2.6420 -2.4317
H -0.1477 -5.7493 -0.6252
H -2.8183 1.4601 -1.8197
H -1.6018 2.1301 -0.7162
H -4.2780 1.1689 0.5755
H -4.4052 2.4705 -0.6186
H -4.2503 3.4617 1.5840
H -2.6702 2.7289 1.9552
H -1.6567 4.1003 -0.0096
H -3.2972 4.7057 -0.4252
H -0.9503 6.7463 0.5762
H -2.1545 -1.2177 2.0287
H 1.0688 2.3114 2.7652
H 0.4890 -0.7088 3.9245
H 0.6687 1.1114 -0.2943
H 0.2740 1.2439 -2.0106
H 2.2061 -0.7350 -0.6841
H 1.7734 -0.7746 -2.5324
H 2.3310 1.9641 -1.9935
H 3.3924 0.8335 -2.8687
H 4.3957 2.1948 -0.7440
H 3.3304 1.1595 0.2287
Hf 2.7962 -2.4996 0.1567
*
```


- Which value of M does entry 3 give?
  345.289 Da


- The highest M belongs to which entry?
  C17H28ClFHfO12P2S


- Among the records above, which one has the lowest M?
  C5H10O